Record 1
Formula: C29H23NO6PS2
Source: the Open Molecules 2025 dataset
Level of theory: ωB97M-V with the def2-TZVPD basis set

Cartesian coordinates (Å):
C (2.75059, -0.56320, 7.36172)
C (3.10562, -1.46674, 6.35224)
C (2.57378, -1.33766, 5.06241)
C (1.66904, -0.30844, 4.75082)
P (1.17564, 0.12662, 3.01616)
C (2.81293, 0.16150, 2.21503)
C (3.08482, -0.72236, 1.17143)
C (4.31375, -0.64670, 0.50720)
C (5.23874, 0.34784, 0.85294)
C (4.95780, 1.24178, 1.89736)
C (3.74415, 1.14281, 2.58268)
C (0.06304, -0.79540, 1.95042)
C (-1.30608, -0.57852, 2.13097)
N (-2.46927, -0.44363, 2.29164)
O (0.55654, 1.49426, 3.09796)
C (1.29851, 0.57017, 5.78544)
C (1.86131, 0.47668, 7.06100)
H (3.17686, -0.65428, 8.36714)
H (3.81814, -2.26371, 6.57565)
H (2.88388, -2.03491, 4.28762)
H (2.34980, -1.47639, 0.89640)
H (4.53650, -1.36795, -0.28201)
H (6.17879, 0.43381, 0.30213)
H (5.67872, 2.01478, 2.17404)
H (3.52131, 1.81808, 3.40976)
H (0.34649, -1.50460, 1.16937)
H (0.59059, 1.37014, 5.58298)
H (1.62151, 1.22092, 7.82374)
C (1.91136, 4.07451, -4.32924)
O (1.69779, 2.69213, -4.71769)
C (1.16809, 1.80793, -3.83070)
C (0.52201, 2.19140, -2.62593)
C (-0.13894, 1.23483, -1.87182)
C (-0.11352, -0.12835, -2.22804)
C (-0.91563, -1.10666, -1.49082)
C (-2.26769, -1.14213, -1.66131)
S (-3.26409, -2.64112, -1.63753)
O (-2.75018, -3.59819, -2.59306)
O (-3.54710, -3.03365, -0.28127)
C (-4.79926, -1.92421, -2.30500)
C (-4.72421, -0.60582, -2.70860)
C (-5.81860, 0.04561, -3.28038)
C (-7.02534, -0.64655, -3.39872)
C (-7.11355, -1.98084, -2.98128)
C (-5.99765, -2.62953, -2.44533)
S (-3.10429, 0.17599, -2.56302)
O (-3.26899, 1.31829, -1.69740)
O (-2.57790, 0.30360, -3.90270)
C (0.67949, -0.50126, -3.33510)
C (1.19544, 0.43746, -4.19388)
H (2.52154, 4.48595, -5.13524)
H (0.96202, 4.62396, -4.26136)
H (2.44952, 4.16331, -3.37450)
H (0.52616, 3.23385, -2.29349)
H (-0.65917, 1.51335, -0.95474)
H (-0.42937, -1.94045, -0.98093)
H (-5.71353, 1.07602, -3.61818)
H (-7.89551, -0.14279, -3.81917)
H (-8.05434, -2.52376, -3.07368)
H (-6.03164, -3.67019, -2.12846)
H (0.75865, -1.56516, -3.55738)
H (1.68497, 0.14755, -5.11826)

Summary:
* spin multiplicity: 1
* largest force on an atom: 0.057 Eh/bohr
* frontier orbital gap: 5.44 eV
* charge: -1


Record 2
Formula: C5H7NO3
Source: the Open Molecules 2025 dataset
Level of theory: ωB97M-V with the def2-TZVPD basis set

Cartesian coordinates (Å):
C (-0.02803, -1.85739, 0.15981)
N (-0.23075, -0.42159, 0.36683)
C (-1.58295, 0.21221, 0.03340)
C (-0.97573, 1.29083, -0.82731)
C (0.52150, 0.71144, -0.70491)
C (1.71384, 1.32151, -0.34449)
O (0.18197, -0.07783, 1.68902)
O (-2.53536, 0.11643, 0.77056)
O (-1.44897, 2.06732, -1.60142)
H (-0.64985, -0.03988, 2.19542)
H (0.58425, 0.16585, -1.65489)
H (1.02321, -2.08166, 0.32846)
H (-0.64262, -2.41353, 0.86821)
H (-0.30701, -2.10171, -0.86422)
H (1.89168, 1.64081, 0.67169)
H (2.48482, 1.46721, -1.08617)

Summary:
* spin multiplicity: 1
* largest force on an atom: 0.035 Eh/bohr
* ΔE to the lowest compared entry with this formula, charge and spin: 172.6 kcal per mole
* frontier orbital gap (spin up / spin down): 5.41 / 5.41 eV


Record 3
Formula: C16H34Br14N2O4
Source: the Open Molecules 2025 dataset
Level of theory: ωB97M-V with the def2-TZVPD basis set

Cartesian coordinates (Å):
Br (0.10190, 1.16134, 6.25578)
C (1.63019, 2.15408, 6.91590)
C (2.89960, 1.46708, 6.49079)
Br (4.38861, 2.55640, 7.09831)
H (1.54913, 2.24587, 7.98900)
H (1.60858, 3.14968, 6.47914)
H (2.98188, 1.35737, 5.41389)
H (3.00733, 0.44973, 6.87075)
Br (6.54270, -3.05037, -3.19633)
C (5.23163, -1.64901, -2.82144)
C (5.10845, -1.40599, -1.35056)
Br (4.01206, -2.77247, -0.50332)
H (4.29724, -2.00347, -3.21743)
H (5.60243, -0.78884, -3.34936)
H (4.64259, -0.43933, -1.18094)
H (6.05262, -1.42337, -0.82687)
Br (-0.75911, 2.92794, -2.27492)
C (-1.85591, 4.30456, -1.48182)
C (-1.00859, 5.52901, -1.42146)
Br (-1.99323, 6.94124, -0.52773)
H (-2.23608, 4.01969, -0.51032)
H (-2.70609, 4.47780, -2.13472)
H (-0.75560, 5.87525, -2.41158)
H (-0.12582, 5.38052, -0.81789)
Br (-1.74371, -3.42312, -2.06210)
C (-2.54815, -5.13466, -1.59769)
C (-1.89035, -5.77244, -0.41767)
Br (0.03472, -5.98518, -0.54006)
H (-2.55235, -5.72864, -2.49985)
H (-3.57566, -4.89431, -1.34023)
H (-2.21306, -6.80373, -0.32716)
H (-2.14067, -5.23009, 0.48496)
Br (-3.96434, -0.19041, 2.27751)
C (-2.69983, 1.29505, 2.10975)
C (-2.60026, 1.90487, 3.46053)
Br (-1.30085, 3.34510, 3.50584)
H (-3.12533, 1.96096, 1.36825)
H (-1.77822, 0.88863, 1.72122)
H (-2.26708, 1.15580, 4.18219)
H (-3.52145, 2.30455, 3.85892)
Br (0.69130, -2.78611, 1.33571)
C (-0.36491, -1.79004, 2.60853)
C (-0.63704, -2.52943, 3.86421)
Br (-1.61603, -1.33630, 5.04936)
H (-1.32706, -1.65044, 2.11403)
H (0.04843, -0.79982, 2.77445)
H (0.22727, -2.84232, 4.43330)
H (-1.28058, -3.37831, 3.67738)
Br (0.62822, -0.01579, -4.81001)
C (1.94752, 1.37636, -4.62509)
C (2.96651, 1.33233, -5.69150)
Br (3.99453, -0.30536, -5.75504)
H (2.36522, 1.24313, -3.63397)
H (1.45322, 2.34350, -4.67983)
H (3.66748, 2.14927, -5.54949)
H (2.51985, 1.44480, -6.67321)
C (0.02333, -0.27141, -1.16930)
N (1.25523, 0.40007, -0.73344)
O (1.20096, 1.06238, 0.22013)
O (2.24842, 0.16803, -1.32859)
H (0.21705, -0.53032, -2.20641)
H (-0.81815, 0.38214, -1.01476)
H (-0.02055, -1.17263, -0.55738)
C (-3.86663, -0.80619, -2.81351)
N (-4.74766, 0.14077, -2.07915)
O (-4.31816, 0.62856, -1.05725)
O (-5.79340, 0.35461, -2.52296)
H (-3.79271, -1.69675, -2.20558)
H (-2.91067, -0.29384, -2.85579)
H (-4.29097, -0.97800, -3.78609)

Summary:
* SMILES: C[N+](=O)[O-].C[N+](=O)[O-].BrCCBr.BrCCBr.BrCCBr.BrCCBr.BrCCBr.BrCCBr.BrCCBr
* spin multiplicity: 1
* largest force on an atom: 0.097 Eh/bohr
* ΔE to the lowest compared entry with this formula, charge and spin: 22.4 kcal per mole
* frontier orbital gap: 9.82 eV


Record 4
Formula: C3H12N2O
Source: the Open Molecules 2025 dataset
Level of theory: ωB97M-V with the def2-TZVPD basis set

Cartesian coordinates (Å):
N (-0.02647, 0.73189, -1.54386)
C (0.37160, -0.40851, -0.72940)
C (0.68442, -1.68018, -1.53857)
C (-0.70345, -0.71851, 0.30177)
N (-1.14568, 0.42204, 1.13103)
H (-0.95586, 0.55097, -1.91346)
H (0.54280, 0.79028, -2.38475)
H (1.28761, -0.16213, -0.19551)
H (0.76137, -2.52799, -0.85545)
H (1.61878, -1.60655, -2.07687)
H (-0.16439, -1.88393, -2.18619)
H (-1.57605, -1.11995, -0.20687)
H (-0.33674, -1.48440, 0.98836)
H (-0.35673, 0.94606, 1.47724)
H (-1.73242, 1.02607, 0.57524)
H (0.66046, 1.60522, 3.17586)
H (0.21284, 3.05363, 3.19694)
O (0.85792, 2.46597, 2.78450)

Summary:
* SMILES: C[C@@H](N)CN.O
* spin multiplicity: 1
* largest force on an atom: 0.021 Eh/bohr
* ΔE to the lowest compared entry with this formula, charge and spin: 2.6 kcal per mole
* frontier orbital gap: 10.04 eV


Record 5
Formula: C6H13NO
Source: the Open Molecules 2025 dataset
Level of theory: ωB97M-V with the def2-TZVPD basis set

Cartesian coordinates (Å):
C (-0.74254, -1.69755, -1.37084)
C (-0.97553, -0.23388, -1.01677)
O (-2.16205, 0.95946, 0.57553)
N (-1.15617, -0.04282, 0.38648)
H (-2.70456, 0.61752, 1.29861)
H (-1.84705, 0.16027, -1.54356)
H (0.17423, -2.07209, -0.92405)
H (-1.56408, -2.31362, -1.01030)
H (-0.67852, -1.80620, -2.45289)
C (1.09781, -0.73304, 1.37653)
C (1.56706, 1.48023, -0.63736)
C (0.20251, 0.47606, 1.17917)
C (0.75875, 1.60952, 0.43365)
H (-0.20602, 0.80575, 2.13715)
H (0.18860, 2.52430, 0.53508)
H (1.88816, -0.49398, 2.08635)
H (0.50955, -1.56225, 1.76326)
H (2.25840, 0.65436, -0.72377)
H (1.88399, 2.35439, -1.18654)
H (-0.05140, 0.37661, -1.35554)
H (1.55888, -1.06303, 0.44982)

Summary:
* SMILES: C=C[C@H](C)N(O)CC
* spin multiplicity: 1
* largest force on an atom: 0.048 Eh/bohr
* ΔE to the lowest compared entry with this formula, charge and spin: 87.0 kcal per mole
* frontier orbital gap: 9.78 eV


Record 6
Formula: C2H8N2O
Source: the Open Molecules 2025 dataset
Level of theory: ωB97M-V with the def2-TZVPD basis set

Cartesian coordinates (Å):
C (-0.92207, -0.31635, -0.00039)
C (0.08381, -0.69147, 0.87284)
N (1.22040, -1.34340, 0.37044)
N (-1.98902, 0.43119, 0.60719)
H (-0.68353, -0.57510, -1.07480)
H (0.19563, -0.60186, 2.03246)
H (1.14667, -2.01378, -0.34994)
H (1.94104, -1.47302, 1.14399)
H (-2.64126, -0.29915, 1.01229)
H (-2.62311, 0.84236, -0.11061)
H (1.44223, 1.19323, -0.61361)
H (0.41788, 1.72029, -1.60277)
O (1.40179, 1.70492, -1.56439)

Summary:
* SMILES: N/C=C/N.O
* spin multiplicity: 1
* largest force on an atom: 0.087 Eh/bohr
* ΔE to the lowest compared entry with this formula, charge and spin: 62.8 kcal per mole
* frontier orbital gap: 8.74 eV


Record 7
Formula: C2H2F3NO
Source: the Open Molecules 2025 dataset
Level of theory: ωB97M-V with the def2-TZVPD basis set

Cartesian coordinates (Å):
C (1.19775, -0.33116, -0.02770)
C (-1.79715, 0.23590, 0.02712)
N (2.36869, -0.82184, 0.00384)
O (0.11321, -0.96816, -0.02634)
F (-2.72605, -0.53311, -0.44191)
F (-1.93651, 0.57200, 1.27596)
F (-1.46135, 1.23035, -0.74617)
H (1.10133, 0.78535, -0.06251)
H (3.14007, -0.16934, -0.00229)

Summary:
* spin multiplicity: 1
* largest force on an atom: 0.097 Eh/bohr
* ΔE to the lowest compared entry with this formula, charge and spin: 101.5 kcal per mole
* frontier orbital gap (spin up / spin down): 7.53 / 6.99 eV


Record 8
Formula: C4H6N2S
Source: the Open Molecules 2025 dataset
Level of theory: ωB97M-V with the def2-TZVPD basis set

Cartesian coordinates (Å):
C (0.90501, -0.25148, -0.02718)
C (-0.31262, -0.93466, -0.09528)
C (-1.30675, -0.02399, -0.19272)
C (-0.71408, 1.21330, -0.14390)
H (2.36400, -1.65979, -0.69505)
H (2.80455, -0.60309, 0.89099)
H (-0.42052, -1.98284, 0.07298)
H (-3.62708, 0.28914, 1.20061)
H (-1.15315, 2.12904, -0.27767)
H (1.56810, 1.65107, -0.23132)
N (2.33038, -0.53065, -0.19592)
N (0.70186, 1.00315, -0.11863)
S (-3.13968, -0.29919, -0.18691)

Summary:
* SMILES: Nc1cc(S)c[nH]1
* spin multiplicity: 1
* largest force on an atom: 0.114 Eh/bohr
* ΔE to the lowest compared entry with this formula, charge and spin: 73.0 kcal per mole
* frontier orbital gap: 8.61 eV